The following is a quantum chemistry calculation of one molecule with the formula C3H6N2O2, from the Open Molecules 2025 dataset.

Positions of all 13 atoms, in Å:
H: 1.18588 1.64858 -0.90044
N: 1.66570 0.85068 -0.46103
C: 0.83165 0.02080 0.02140
C: 1.28653 -1.16010 0.82620
N: -0.57882 -0.11586 -0.41056
C: -1.27240 1.04544 -0.47195
O: -0.70938 2.13596 -0.38725
O: -2.61482 0.92774 -0.48674
H: 0.52159 -1.45041 1.54891
H: 2.22140 -0.92719 1.34211
H: 1.46615 -1.99904 0.14839
H: -1.07254 -0.98860 -0.32906
H: -2.93093 0.01200 -0.43998

## Properties
lowest unoccupied orbital energy: 0.1 eV
SMILES: [H]/N=C(/C)NC(=O)O
HOMO level: -9.981 eV
orbital gap: 10.08 eV

---

The following is a quantum chemistry calculation of one molecule with the formula C3H6N2O2, from the Open Molecules 2025 dataset.

Positions of all 13 atoms, in Å:
N: 1.85797 1.06515 1.14415
C: 0.59683 1.06138 0.60093
O: 0.00036 2.08414 0.33894
N: 0.08361 -0.19892 0.37468
C: -1.17808 -0.35755 -0.31594
C: -1.06941 -1.36381 -1.44351
O: -0.38067 -1.21778 -2.41649
H: 2.14713 1.97466 1.46357
H: 2.21914 0.29555 1.68288
H: 0.75756 -0.94478 0.27022
H: -1.45776 0.60460 -0.73961
H: -1.95986 -0.68595 0.36642
H: -1.61684 -2.31668 -1.32625

## Properties
lowest unoccupied orbital energy: 0.6 eV
SMILES: NC(=O)NCC=O
HOMO level: -9.888 eV
orbital gap: 10.49 eV

---

Energy relative to the best compared isomer or geometry (same formula, charge and spin) values, unit kJ/mol, following the record order: 124.7 106.9.